Entry 1:
Formula: C3H45O19
Source: the OMol25 dataset
Level of theory: the ωB97M-V functional and the def2-TZVPD basis

Atoms and positions in Å:
O1 -4.41525 -0.55680 0.97702
O2 -3.91480 1.77867 2.73787
O3 -2.68070 -2.87930 0.89470
O4 3.66221 1.57331 1.26222
O5 2.77717 1.75377 -1.30295
O6 -0.23822 -2.12190 -4.86205
O7 -1.06799 3.72733 -0.03112
O8 -1.86416 1.67405 -3.26550
O9 -0.00762 1.44938 -1.07292
O10 -1.34540 -2.07802 4.60450
O11 0.83352 0.25664 -3.86569
O12 0.61829 -3.84614 -2.82463
O13 1.01147 3.51006 -3.43991
O14 3.34942 -0.70153 -1.20878
O15 2.31634 -1.13574 1.92862
O16 0.04993 -2.77399 1.53046
O17 -0.00958 4.18211 2.34545
O18 2.07430 -3.28242 -0.50658
O19 1.07769 -0.07151 4.07954
C1 -0.09590 0.28588 -0.33627
C2 -0.78176 -0.87732 -1.03975
C3 -0.69452 0.51938 1.05567
H1 2.33672 -0.79035 2.82110
H2 -0.70892 -0.85708 -2.12713
H3 -1.96958 2.62471 -3.30255
H4 0.93485 -0.00708 -0.13666
H5 0.13710 0.74742 -4.30201
H6 1.19968 -3.79789 -2.06575
H7 -0.81217 -2.66598 1.12877
H8 -3.06770 -2.09794 1.28960
H9 -0.27389 -2.87934 -4.27788
H10 -0.48564 -1.74871 4.86640
H11 0.12320 -3.71459 1.69215
H12 0.52640 0.15354 -2.96498
H13 -4.32662 1.29439 3.45348
H14 2.31885 -4.10203 -0.07686
H15 1.39929 -1.36750 1.78186
H16 0.00116 5.07850 2.68102
H17 1.82071 1.71320 -1.37458
H18 -0.45533 -1.89295 -0.81606
H19 1.85732 0.44259 4.28955
H20 -1.85310 -0.90356 -0.84065
H21 -1.22331 -2.37803 3.70377
H22 2.94739 1.98448 -0.38676
H23 -1.77904 0.62392 1.02431
H24 0.42652 4.21581 -3.16425
H25 -0.22355 1.38766 1.51651
H26 4.03734 -1.10196 -1.74045
H27 2.64972 -1.35446 -1.19031
H28 0.35712 -1.51135 -4.42728
H29 -0.53853 3.72284 0.76966
H30 -1.27207 1.52682 -2.52795
H31 1.33835 -2.95172 0.00843
H32 -3.30606 -3.14161 0.21916
H33 -4.05819 1.23268 1.96485
H34 -0.84300 2.95416 -0.55378
H35 -5.31141 -0.53808 1.31284
H36 -0.53397 -0.30323 1.75256
H37 -0.91309 4.48532 -0.59949
H38 0.90124 2.83260 -2.77272
H39 -4.49212 -0.25727 0.07115
H40 4.16275 1.63963 2.07542
H41 3.18568 0.90658 -1.49528
H42 0.74367 3.76156 2.76017
H43 0.88196 -4.64662 -3.27844
H44 3.15860 0.76468 1.35567
H45 0.34742 0.53040 4.22323

Results
⟨S²⟩: 0.751
LUMO energy (alpha / beta): -0.332 / -0.437 eV
Spin multiplicity: 2
Orbital gap (alpha / beta): 0.105 / 0.318 Ha
Charge: 0


Entry 2:
Formula: C3H4AgO3
Source: the OMol25 dataset
Level of theory: the ωB97M-V functional and the def2-TZVPD basis

Atoms and positions in Å:
Ag1 -0.96840 1.06982 2.35037
O1 -0.15598 -2.84069 -1.53969
O2 -0.35972 -0.72366 -0.91914
O3 1.68169 -1.74357 -0.82934
C1 0.49056 -1.88250 -1.11374
C2 -0.54930 1.53398 -0.28309
C3 0.17790 0.42053 -0.47851
H1 1.25748 0.39259 -0.30522
H2 0.07855 -0.25370 3.62188
H3 -0.03555 2.45249 0.00773
H4 -1.61724 1.57472 -0.51125

Results
LUMO energy: 2.433 eV
Spin multiplicity: 1
Orbital gap: 0.270 Ha
Charge: -1
Energy relative to the best compared isomer or geometry (same formula, charge and spin): 42.1 kJ/mol


Entry 3:
Formula: C3H4BF2IN2O5SSeTi
Source: the OMol25 dataset
Level of theory: the ωB97M-V functional and the def2-TZVPD basis

Atoms and positions in Å:
I1 -3.07896 1.50049 -2.02736
Se1 3.05649 -3.64848 -3.83261
Ti1 0.97804 -0.98914 -0.32034
S1 1.85905 0.22557 2.00703
F1 2.14930 1.66031 -1.66067
F2 0.38530 1.96798 -0.21176
O1 -0.98186 -0.66884 -0.30592
O2 0.99155 1.27883 2.45056
O3 2.21868 0.52264 0.40269
O4 1.06655 -1.02575 1.71838
O5 3.10165 0.01544 2.64407
N1 1.82221 -2.05024 -1.73344
N2 -1.66486 0.72523 1.34389
C1 -1.86763 0.04334 0.24171
C2 2.32742 -2.69987 -2.58872
C3 -3.21078 0.11951 -0.40884
B1 1.44776 1.23280 -0.60840
H1 -3.47043 -0.84582 -0.82949
H2 -2.40071 1.31460 1.69700
H3 -0.73994 0.85156 1.76137
H4 -3.98883 0.46985 0.26084

Results
LUMO energy (alpha / beta): -1.055 / -1.089 eV
Spin multiplicity: 1
Orbital gap (alpha / beta): 0.272 / 0.273 Ha
Charge: 0
Energy relative to the best compared isomer or geometry (same formula, charge and spin): 3.3 kJ/mol


Entry 4:
Formula: C3H4BaO
Source: the OMol25 dataset
Level of theory: the ωB97M-V functional and the def2-TZVPD basis

Atoms and positions in Å:
Ba1 -1.41473 2.56618 -1.55311
O1 -1.66554 0.40415 -1.38913
C1 0.82110 0.22613 0.36108
C2 -0.42846 -0.61828 0.08268
C3 0.72732 -1.31132 0.06390
H1 1.06379 -2.10463 0.73730
H2 0.92694 0.63382 1.37746
H3 1.25905 0.85363 -0.43608
H4 -1.28947 -0.64967 0.75591

Results
LUMO energy: -1.078 eV
Spin multiplicity: 1
Orbital gap: 0.188 Ha
Charge: 0
Energy relative to the best compared isomer or geometry (same formula, charge and spin): 77.7 kJ/mol


Entry 5:
Formula: C3H4BeFO3
Source: the OMol25 dataset
Level of theory: the ωB97M-V functional and the def2-TZVPD basis

Atoms and positions in Å:
F1 -1.71125 1.64427 0.97997
O1 0.90482 2.62358 -1.92565
O2 -1.33860 2.49607 -1.89229
O3 -0.00775 1.29140 -0.50607
C1 -0.32203 1.59492 0.92805
C2 0.32496 2.77597 1.51253
C3 -0.25888 2.15165 -1.46932
Be1 0.15977 2.70145 2.92542
H1 0.73376 3.26127 -2.62935
H2 1.39488 2.75937 1.25240
H3 -0.01948 0.64870 1.39375
H4 -0.12241 3.71349 1.15311

Results
⟨S²⟩: 0.750
LUMO energy (alpha / beta): 0.181 / -0.644 eV
Spin multiplicity: 2
Orbital gap (alpha / beta): 0.282 / 0.373 Ha
Charge: 0
Energy relative to the best compared isomer or geometry (same formula, charge and spin): 0.0 kJ/mol


Entry 6:
Formula: C3H4Br2
Source: the OMol25 dataset
Level of theory: the ωB97M-V functional and the def2-TZVPD basis

Atoms and positions in Å:
Br1 -1.77324 1.08934 0.85472
Br2 2.09269 -2.15021 -0.88907
C1 1.24597 -0.56925 -0.62823
C2 -1.56021 -0.72178 0.97669
C3 1.24927 0.70047 -0.78156
H1 -0.57409 -1.03692 1.05414
H2 0.28340 1.37846 -0.80305
H3 -2.10867 -1.38738 0.21113
H4 2.16541 1.42409 -0.75651

Results
LUMO energy (alpha / beta): -0.395 / -0.377 eV
Spin multiplicity: 1
Orbital gap (alpha / beta): 0.306 / 0.291 Ha
Charge: 0
Energy relative to the best compared isomer or geometry (same formula, charge and spin): 447.2 kJ/mol


Entry 7:
Formula: C3H4Br2Cl2
Source: the OMol25 dataset
Level of theory: the ωB97M-V functional and the def2-TZVPD basis

Atoms and positions in Å:
Br1 -3.00902 -0.26354 0.62484
Br2 -1.17455 2.17568 -0.07471
Cl1 0.14764 -2.00346 0.63373
Cl2 -0.39856 -0.91883 -1.96420
C1 0.10229 -0.57423 -0.28302
C2 1.45489 0.18502 -0.32703
C3 -1.21244 0.46461 0.79617
H1 1.17544 1.02590 -0.85565
H2 -1.02361 0.27292 1.84509
H3 1.97481 -0.49080 -1.03177
H4 1.96311 0.12673 0.63656

Results
LUMO energy: 0.446 eV
Spin multiplicity: 1
Orbital gap: 0.375 Ha
Charge: 0
Energy relative to the best compared isomer or geometry (same formula, charge and spin): 141.3 kJ/mol


Entry 8:
Formula: C3H4Br2O
Source: the OMol25 dataset
Level of theory: the ωB97M-V functional and the def2-TZVPD basis

Atoms and positions in Å:
Br1 -2.09903 -0.98720 0.41269
Br2 2.56125 -0.63465 0.35340
O1 0.24618 -0.90213 -1.31035
C1 -0.31182 1.31327 -0.02933
C2 -0.34047 -0.21776 -0.24354
C3 0.78905 -1.11172 0.01535
H1 -1.24984 1.69536 -0.44818
H2 -0.43101 1.53488 0.96894
H3 0.27404 -2.58820 0.77578
H4 0.56167 1.89815 -0.49477

Results
LUMO energy: -0.201 eV
Spin multiplicity: 1
Orbital gap: 0.367 Ha
Charge: 0
Energy relative to the best compared isomer or geometry (same formula, charge and spin): 300.6 kJ/mol